[1]
Below is 2 unconnected molecules or ions with the total composition C2H8OS, with properties calculated with wB97M-V/def2-TZVPD.

Structure (ORCA input):
```
! wB97M-V def2-TZVPD RIJCOSX def2/J DEFGRID3
* xyz 0 1
S 0.395 0.105 -1.891
C 1.117 0.320 -0.254
C -1.238 -0.529 -1.465
H 2.214 0.281 -0.361
H 0.803 -0.476 0.443
H 0.840 1.296 0.179
H -1.920 0.213 -1.017
H -1.183 -1.405 -0.796
H -1.655 -0.852 -2.433
O 0.258 -0.046 2.482
H -0.560 0.429 2.752
H 0.928 0.665 2.361
*
```

Summary:
Relative energy (zero: lowest compared OMol25 entry of this formula, charge and spin)   37.4 kJ/mol
LUMO level   0.706 eV
Energy   -554.403611 a.u.
Structure (SMILES)   CSC.O



[2]
Below is a molecular structure, C8H12MnN2P, with properties calculated with wB97M-V/def2-TZVPD.

Structure (ORCA input):
```
! wB97M-V def2-TZVPD RIJCOSX def2/J DEFGRID3
* xyz 0 5
C -0.755 -0.321 -2.624
C -1.536 0.774 -2.120
C -0.667 1.692 -1.483
C 0.680 1.291 -1.704
C 0.679 0.037 -2.414
Mn -0.146 -0.599 -0.560
P -0.373 -2.871 -0.285
H -1.111 -1.163 -3.210
H -2.605 0.927 -2.292
H -0.968 2.649 -1.078
H 1.538 -0.496 -2.817
H 1.567 1.879 -1.474
H 0.733 -3.641 -0.758
H -1.441 -3.513 -0.973
H -0.533 -3.383 1.060
N 0.258 -0.427 2.367
C 0.606 0.320 3.426
C 0.813 1.614 2.959
C 0.569 1.576 1.581
N 0.248 0.305 1.211
H 0.026 -1.424 2.368
H 0.696 -0.093 4.417
H 1.112 2.474 3.526
H 0.610 2.392 0.877
*
```

Summary:
Relative energy (zero: lowest compared OMol25 entry of this formula, charge and spin)   0.0 kJ/mol
LUMO level (spin up / spin down)   0.393 / 0.433 eV
Expectation value of S²   6.12
Energy   -1913.768374 a.u.



[3]
Below is a molecular structure, C13H32N3O4RuS3, with properties calculated with wB97M-V/def2-TZVPD.

Structure (ORCA input):
```
! wB97M-V def2-TZVPD RIJCOSX def2/J DEFGRID3
* xyz 3 5
Ru -0.216 0.866 0.722
C -1.376 1.185 3.642
C -0.868 2.491 3.028
N 0.357 2.251 2.210
C 1.550 1.808 2.995
C 2.353 0.809 2.184
N 1.450 -0.175 1.513
C 0.977 -1.331 2.327
C -0.089 -0.932 3.336
N -1.077 0.023 2.759
H -2.448 1.267 3.812
H -0.924 1.016 4.619
H -0.667 3.234 3.802
H -1.608 2.911 2.347
H 0.561 3.116 1.710
H 1.207 1.383 3.933
H 2.166 2.672 3.246
H 3.079 0.290 2.813
H 2.901 1.322 1.394
H 1.955 -0.574 0.724
H 1.823 -1.794 2.840
H 0.578 -2.053 1.617
H 0.367 -0.478 4.213
H -0.590 -1.834 3.688
H -1.936 -0.477 2.562
C -2.353 -2.035 -1.543
S -1.338 -0.602 -1.543
O -0.632 -0.517 -2.787
O -2.118 0.554 -1.122
O -0.381 -0.832 -0.337
H -2.865 -2.074 -2.503
H -3.073 -1.956 -0.733
H -1.718 -2.910 -1.423
C 0.897 -0.067 -6.843
S 1.753 -1.041 -5.637
C 1.653 -2.672 -6.320
H -0.070 -0.522 -7.064
H 1.500 -0.051 -7.758
H 0.789 0.942 -6.455
H 2.302 -2.709 -7.203
H 0.628 -2.886 -6.624
H 2.011 -3.378 -5.575
O -0.665 2.731 -0.085
S -1.560 3.794 -0.789
C -3.325 3.416 -0.528
C -3.917 2.995 -1.873
C -3.074 3.686 -2.944
C -1.617 3.432 -2.558
H -3.744 4.361 -0.180
H -3.405 2.679 0.271
H -4.966 3.281 -1.927
H -3.848 1.917 -1.986
H -3.279 4.758 -2.974
H -3.272 3.294 -3.940
H -0.897 4.081 -3.052
H -1.336 2.384 -2.666
*
```

Summary:
LUMO level (spin up / spin down)   -9.211 / -11.575 eV
Expectation value of S²   6.02
Energy   -2268.191927 a.u.



[4]
Below is a molecular structure, C11H31InO2PS, with properties calculated with wB97M-V/def2-TZVPD.

Structure (ORCA input):
```
! wB97M-V def2-TZVPD RIJCOSX def2/J DEFGRID3
* xyz -1 1
C -5.143 -5.721 -1.196
C -4.304 -6.009 -2.435
C -2.856 -5.545 -2.269
In -2.534 -3.469 -3.011
P -3.294 -1.772 -1.205
S -4.100 -0.090 -1.961
H -6.211 -5.817 -1.386
H -4.873 -6.390 -0.377
H -4.961 -4.700 -0.854
H -4.779 -5.500 -3.278
H -4.346 -7.081 -2.653
H -2.172 -6.190 -2.822
H -2.574 -5.605 -1.213
H -0.839 -3.157 -3.389
H -3.600 -3.195 -4.374
H -4.186 -2.354 -0.287
H -2.254 -1.429 -0.322
C 1.990 0.171 -1.547
C 0.681 0.651 -0.943
O 0.066 -0.286 -0.083
C 0.798 -0.678 1.056
C 1.133 0.471 1.993
H 1.837 -0.768 -2.079
H 2.362 0.915 -2.253
H 2.763 0.019 -0.791
H -0.055 0.810 -1.730
H 0.826 1.612 -0.433
H 1.713 -1.213 0.770
H 0.153 -1.398 1.561
H 1.790 1.206 1.523
H 1.640 0.094 2.884
H 0.221 0.983 2.302
C 2.833 5.993 0.654
C 2.141 4.711 1.086
O 3.027 3.669 1.450
C 3.889 3.930 2.539
C 3.170 4.244 3.840
H 3.517 5.797 -0.172
H 2.088 6.716 0.322
H 3.399 6.450 1.467
H 1.567 4.301 0.255
H 1.429 4.916 1.894
H 4.598 4.730 2.292
H 4.468 3.013 2.650
H 2.598 5.171 3.781
H 3.898 4.357 4.644
H 2.486 3.436 4.101
*
```

Summary:
LUMO level   2.305 eV
Energy   -1517.809727 a.u.



[5]
Below is a molecular structure, C2H22CdF6NO15S2, with properties calculated with wB97M-V/def2-TZVPD.

Structure (ORCA input):
```
! wB97M-V def2-TZVPD RIJCOSX def2/J DEFGRID3
* xyz 1 1
Cd -2.767 -0.245 -0.838
C 0.327 0.848 1.508
F -0.694 1.544 2.021
F 1.457 1.426 1.812
F 0.251 -0.402 1.947
S 0.159 0.875 -0.385
O -0.733 1.973 -0.676
O 1.453 0.975 -0.970
N -0.706 -0.562 -0.735
S 0.231 -1.820 -1.074
O 1.512 -1.800 -0.444
O -0.572 -2.999 -0.890
C 0.526 -1.707 -2.916
F 1.084 -0.567 -3.277
F 1.267 -2.733 -3.278
F -0.667 -1.810 -3.547
O 3.234 -4.447 -1.137
H 3.338 -5.175 -1.757
H 2.464 -4.684 -0.611
O 1.323 -2.563 4.940
H 1.178 -2.148 4.084
H 0.791 -3.363 4.917
O -3.190 1.258 0.573
H -3.454 1.080 1.486
H -3.474 2.162 0.391
O -2.682 4.215 3.081
H -2.809 3.396 2.599
H -2.134 4.760 2.506
O -2.776 1.227 -2.548
H -2.900 2.183 -2.509
H -2.763 1.016 -3.489
O 4.321 2.534 3.773
H 3.643 2.841 3.164
H 3.896 2.524 4.635
O -3.167 -1.773 -2.368
H -3.125 -1.650 -3.323
H -3.372 -2.708 -2.242
O -3.010 -1.836 0.633
H -2.224 -2.236 1.037
H -3.746 -2.411 0.877
O 1.775 3.032 -2.997
H 1.493 3.490 -3.795
H 1.501 2.117 -3.118
O 2.094 4.075 -0.444
H 2.068 3.516 -1.240
H 1.242 4.518 -0.437
O 2.578 -2.897 1.915
H 2.403 -2.668 0.991
H 3.355 -2.384 2.156
*
```

Summary:
Relative energy (zero: lowest compared OMol25 entry of this formula, charge and spin)   156.4 kJ/mol
LUMO level   -4.459 eV
Energy   -2835.793508 a.u.



[6]
Below is a gas-phase ion, C3H4O5S (charge -2), with properties calculated with wB97M-V/def2-TZVPD.

Structure (ORCA input):
```
! wB97M-V def2-TZVPD RIJCOSX def2/J DEFGRID3
* xyz -2 1
C 0.181 -0.519 0.415
C 1.437 -1.277 1.344
C -0.120 0.217 -0.953
O -0.927 -0.257 1.162
O -2.051 1.613 -1.887
O -0.262 -1.264 -0.841
O -1.179 2.307 0.392
O 0.556 0.692 -1.894
S -1.609 1.060 -0.239
H 1.425 -0.646 2.246
H 1.162 -2.273 1.581
H 2.428 -1.171 0.890
H -1.041 1.519 -2.214
*
```

Summary:
Relative energy (zero: lowest compared OMol25 entry of this formula, charge and spin)   382.1 kJ/mol
LUMO level   6.694 eV
Energy   -890.943307 a.u.